2 unconnected molecules or ions with the total composition C25H46ClIN2O8P in a non-equilibrium geometry. Source: OMol25; level of theory: ωB97M-V/def2-TZVPD.

Cartesian coordinates (Å):
C (3.3762, -2.1575, 3.7030)
C (2.0244, -2.4137, 3.0312)
C (1.9798, -1.8092, 1.6249)
O (1.9413, -0.4163, 1.8481)
C (1.8441, 0.5580, 0.8220)
C (3.2948, 0.9262, 0.3151)
C (4.3543, 0.5594, 1.3273)
N (5.0573, 1.3434, 2.0196)
C (1.5016, 1.8255, 1.6438)
P (0.3969, 2.0540, 3.0716)
O (-0.7404, 2.9430, 2.8123)
O (0.0286, 0.6304, 3.7056)
O (1.5360, 2.5587, 4.0711)
C (0.8003, 0.1640, -0.3661)
C (1.3111, 0.7841, -1.6852)
C (-0.6424, 0.8156, -0.2644)
I (-2.1681, 0.5123, 1.2670)
C (-0.6734, 2.3570, -0.5047)
C (-1.4804, 2.7261, -1.7585)
N (0.7098, -1.4570, -0.6082)
C (-0.5283, -1.8816, -1.4196)
O (-1.7399, -1.8065, -0.7670)
C (-2.8252, -2.0588, -1.6367)
C (-3.4699, -0.8467, -2.1827)
O (-3.1160, -3.1578, -1.8073)
C (1.8015, -2.0857, -1.6408)
C (1.5033, -1.9219, -3.1601)
C (3.3120, -1.9164, -1.4240)
C (4.0130, -3.2602, -1.6963)
C (0.7654, -2.2466, 0.8013)
C (-0.4586, -2.1150, 1.6821)
Cl (0.9484, -4.0086, 0.4611)
H (4.2164, -2.3613, 3.0320)
H (3.4649, -1.1281, 4.0595)
H (3.4835, -2.8113, 4.5720)
H (1.8454, -3.4887, 2.9645)
H (1.2440, -1.9368, 3.6260)
H (2.8957, -2.1422, 1.1380)
H (3.3486, 2.0112, 0.1751)
H (3.5712, 0.5043, -0.6359)
H (4.5613, -0.5065, 1.4611)
H (4.8301, 2.3275, 1.8579)
H (1.3338, 2.7064, 1.0210)
H (2.4583, 2.0217, 2.1367)
H (-0.9337, 0.5878, 3.8435)
H (1.4106, 2.2576, 4.9833)
H (0.5264, 0.8312, -2.4409)
H (2.1523, 0.2644, -2.1112)
H (1.6391, 1.7997, -1.4837)
H (-1.2013, 0.3784, -1.0893)
H (-1.1466, 2.8345, 0.3556)
H (0.3090, 2.8147, -0.5478)
H (-1.2170, 3.7342, -2.0895)
H (-2.5536, 2.7198, -1.5516)
H (-1.2981, 2.0550, -2.6017)
H (-0.3147, -2.9180, -1.6861)
H (-0.5268, -1.2494, -2.3089)
H (-2.7523, -0.1948, -2.6908)
H (-4.2427, -1.1443, -2.8914)
H (-3.9156, -0.2615, -1.3752)
H (1.6253, -3.1353, -1.4776)
H (2.4556, -2.0540, -3.6764)
H (0.8319, -2.7043, -3.5194)
H (1.0954, -0.9741, -3.4820)
H (3.5991, -1.5766, -0.4475)
H (3.7072, -1.1695, -2.1210)
H (4.1219, -3.8446, -0.7800)
H (3.4761, -3.8720, -2.4260)
H (5.0137, -3.0873, -2.1000)
H (-0.4341, -2.9662, 2.3653)
H (-0.3894, -1.2013, 2.2680)
H (-1.3937, -2.1383, 1.1474)
O (-4.8857, 1.6396, -2.8141)
C (-5.3577, 2.1119, -1.8192)
O (-4.8998, 1.7489, -0.5947)
C (-5.6655, 2.3881, 0.4478)
C (-6.2910, 3.6100, -0.2199)
C (-6.4684, 3.1280, -1.6614)
H (-6.4145, 1.6771, 0.8007)
H (-4.9863, 2.6286, 1.2620)
H (-7.2101, 3.9287, 0.2647)
H (-5.5872, 4.4424, -0.1942)
H (-7.4167, 2.6102, -1.8172)
H (-6.3717, 3.9061, -2.4131)

Atomic forces in eV per Å
-0.02 0.01 0.13
0.18 0.07 -0.03
0.38 0.07 -0.04
-0.37 -0.07 -0.11
-0.06 -0.34 -0.08
-0.11 0.23 0.03
0.02 -0.19 0.02
0.00 0.08 0.06
0.24 0.35 -0.13
0.33 -0.20 -0.25
0.27 0.01 0.27
-0.37 0.11 0.34
-0.24 -0.03 0.42
-0.01 0.31 0.23
-0.07 -0.08 0.18
-0.14 -0.02 -0.12
-0.45 0.26 -0.27
-0.34 0.24 0.03
0.01 0.19 0.09
0.19 0.02 0.19
0.15 -0.14 0.21
0.60 0.70 0.26
0.60 2.64 0.35
-0.19 0.27 -0.17
-1.10 -3.68 -0.74
0.15 -0.06 -0.19
-0.06 -0.19 0.09
0.15 0.20 -0.24
0.19 0.07 -0.04
-0.08 -0.25 -0.21
-0.08 -0.13 0.14
-0.05 0.10 -0.06
-0.07 -0.04 0.05
0.00 -0.08 -0.16
0.01 0.08 -0.09
-0.07 0.09 0.04
-0.03 -0.21 -0.02
0.09 0.16 -0.23
-0.09 -0.13 -0.08
0.01 -0.34 -0.24
-0.08 0.05 -0.06
-0.03 -0.04 -0.06
0.01 -0.22 -0.03
-0.11 0.02 -0.04
0.23 -0.06 -0.09
0.01 0.20 -0.13
0.03 0.03 0.09
0.21 -0.11 0.04
-0.03 -0.04 -0.08
0.15 0.07 0.08
0.18 -0.01 -0.08
0.04 -0.18 -0.21
-0.07 -0.07 0.06
0.11 -0.16 -0.04
0.02 0.01 0.04
-0.14 0.06 -0.06
0.00 -0.01 0.06
-0.05 -0.04 0.09
0.09 0.11 0.10
0.11 -0.04 -0.03
-0.10 -0.01 0.28
-0.10 -0.01 0.04
0.08 0.10 0.01
0.08 0.17 0.01
-0.03 0.11 0.34
-0.14 -0.02 0.06
-0.12 0.01 -0.08
0.02 0.08 0.03
-0.09 -0.04 0.11
0.03 0.16 -0.03
0.10 -0.19 -0.08
0.13 -0.18 0.11
-0.09 0.18 -0.05
0.00 -0.03 0.01
-0.03 0.01 0.03
-0.07 0.06 -0.02
0.07 -0.05 -0.11
0.11 0.04 0.13
-0.02 0.01 0.00
0.04 -0.01 -0.02
-0.03 -0.04 -0.02
-0.01 0.02 0.02
-0.03 0.01 -0.01
-0.05 -0.03 -0.05

Its largest force on an atom is 3.92 eV/Å. As for the energy above the lowest of the compared OMol25 structures with the same formula, charge and spin: 0.0000 eV. The highest occupied orbital energy comes out at -11.61 eV. The calculation puts the calculated total energy at -75936.54275 eV. The orbital gap is 0.342 Eh. As for the total charge: +1.

Charge distribution, Mulliken scheme, values in e: -1.330, -1.156, -0.319, -0.199, 1.361, -1.211, -0.576, -0.743, -1.200, 0.663, -0.700, -0.442, -0.556, 2.598, -2.712, -0.692, -0.179, -0.634, -1.243, 1.134, -2.076, -0.218, 0.624, -0.658, -0.479, 0.007, -1.463, -0.585, -1.576, 1.440, -1.549, -0.093, 0.301, 0.250, 0.470, 0.498, 0.371, 0.271, 0.770, 0.431, 0.385, 0.297, 0.360, 0.721, 0.350, 0.312, 0.253, 0.815, 0.554, -0.282, 0.534, 0.443, 0.444, -0.095, 0.243, 0.903, 0.975, 0.197, 0.533, -0.038, 0.969, 0.490, 0.409, 0.289, -0.515, 0.729, 0.372, 0.329, 0.450, 0.615, 0.197, 0.143, -0.575, 0.517, -0.180, -0.427, -0.584, -0.583, 0.274, 0.317, 0.374, 0.269, 0.291, 0.325

***

C26H30O8 in the gas phase. Source: OMol25; level of theory: ωB97M-V/def2-TZVPD.

Cartesian coordinates (Å):
C (-5.7757, -0.7238, 3.9793)
C (-5.2954, -0.0297, 2.7107)
C (-5.4432, -0.9273, 1.4845)
C (-4.9571, -0.2355, 0.2147)
C (-5.0722, -1.1654, -1.0031)
C (-4.5643, -0.4533, -2.2261)
O (-5.2135, 0.3567, -2.8383)
C (-3.1194, -0.7659, -2.6144)
C (-2.2149, 0.0004, -1.6915)
C (-2.3051, 1.3840, -1.7417)
C (-1.5581, 2.1894, -0.8932)
O (-1.6676, 3.5335, -0.8875)
C (-0.6500, 1.5969, -0.0220)
C (-0.5076, 0.2218, -0.0038)
C (-1.3021, -0.6063, -0.8121)
C (-1.2929, -2.0778, -0.6337)
O (-2.2977, -2.7434, -0.6400)
O (-0.1296, -2.7463, -0.4889)
C (1.1275, -2.2199, -0.3740)
C (2.1497, -2.9588, -0.9383)
C (3.4769, -2.5784, -0.7728)
O (4.4005, -3.3303, -1.3711)
C (3.7828, -1.4493, 0.0279)
C (5.2106, -1.2320, 0.3093)
O (6.1063, -1.6686, -0.3974)
O (5.5132, -0.5990, 1.4423)
C (2.7407, -0.6520, 0.5361)
C (2.9558, 0.6774, 1.2004)
C (2.9780, 1.8048, 0.1500)
C (4.2467, 1.8404, -0.7007)
C (5.4532, 2.4089, 0.0444)
C (6.7328, 2.2644, -0.7707)
C (1.4207, -1.0522, 0.3327)
O (0.4035, -0.2909, 0.8911)
H (-5.6601, -0.0708, 4.8412)
H (-6.8256, -0.9944, 3.8917)
H (-5.2026, -1.6313, 4.1561)
H (-4.2460, 0.2518, 2.8255)
H (-5.8691, 0.8876, 2.5589)
H (-4.8646, -1.8411, 1.6341)
H (-6.4914, -1.2110, 1.3678)
H (-3.9142, 0.0606, 0.3477)
H (-5.5434, 0.6686, 0.0349)
H (-4.4977, -2.0706, -0.8179)
H (-6.1243, -1.4153, -1.1526)
H (-2.9608, -0.4181, -3.6379)
H (-2.9473, -1.8370, -2.5547)
H (-3.0055, 1.8334, -2.4323)
H (-2.3387, 3.8171, -1.5219)
H (-0.0645, 2.2083, 0.6435)
H (1.9230, -3.8461, -1.5050)
H (5.2885, -2.9300, -1.2261)
H (6.4794, -0.5607, 1.5386)
H (3.8731, 0.6888, 1.7775)
H (2.1231, 0.8555, 1.8807)
H (2.1136, 1.6880, -0.5074)
H (2.8749, 2.7600, 0.6691)
H (4.0609, 2.4569, -1.5833)
H (4.4771, 0.8339, -1.0571)
H (5.2761, 3.4648, 0.2612)
H (5.5738, 1.8954, 0.9995)
H (7.5826, 2.6760, -0.2307)
H (6.6424, 2.7908, -1.7183)
H (6.9345, 1.2166, -0.9853)

Atomic forces in eV per Å
0.11 0.22 -0.12
-0.14 -0.32 0.01
0.20 0.46 -0.01
-0.11 -0.33 0.08
-0.25 0.21 0.14
0.27 -0.49 -0.02
-0.16 0.19 -0.11
-0.19 0.02 -0.34
0.41 0.08 0.15
0.02 0.02 0.04
0.03 -0.55 -0.06
0.01 0.21 0.02
-0.05 0.05 0.06
-0.22 0.31 -0.32
0.26 0.18 0.17
-0.71 -0.02 -0.02
0.40 0.15 0.05
0.28 -0.31 0.18
0.55 0.27 -0.03
-0.12 0.08 0.03
-0.20 0.36 0.23
0.26 -0.22 -0.10
-0.07 -0.22 -0.07
0.35 -0.24 -0.24
0.03 0.01 0.02
-0.02 0.19 0.41
-0.31 -0.16 0.04
-0.11 0.24 0.10
0.09 -0.12 -0.10
-0.05 0.19 0.31
0.02 -0.12 -0.26
-0.12 0.08 0.21
0.20 -0.05 -0.12
-0.19 -0.26 -0.05
-0.03 -0.01 0.14
-0.12 -0.06 0.04
0.03 -0.12 0.07
0.03 0.09 -0.03
0.05 0.08 -0.03
-0.02 -0.12 0.01
-0.06 -0.09 -0.01
0.01 0.08 0.04
0.05 0.05 -0.03
-0.04 -0.01 -0.04
0.00 -0.01 -0.06
-0.05 -0.01 0.07
-0.01 0.07 -0.05
-0.10 0.04 -0.08
0.08 -0.09 0.07
0.13 0.06 0.09
-0.05 -0.12 -0.06
-0.30 0.05 0.00
-0.12 -0.12 -0.25
-0.12 0.02 0.03
0.11 0.00 0.02
-0.07 0.06 0.06
-0.08 0.07 0.00
0.04 -0.06 -0.08
0.01 0.01 -0.15
-0.04 0.01 0.08
-0.03 0.06 0.07
0.14 0.02 -0.02
0.04 0.04 -0.13
0.06 -0.12 -0.05

Its SMILES is CCCCCC(=O)Cc1cc(O)cc2c1C(=O)Oc1cc(O)c(C(=O)O)c(CCCCC)c1O2. Its largest force on an atom is 0.71 eV/Å. As for the energy above the lowest of the compared OMol25 structures with the same formula, charge and spin: 0.2274 eV. The highest occupied orbital energy comes out at -8.83 eV. The calculation puts the calculated total energy at -43830.13157 eV. The orbital gap is 0.327 Eh. As for the total charge: 0.

Charge distribution, Mulliken scheme, values in e: -1.304, -0.196, -0.841, -0.151, -0.580, 0.559, -0.614, -1.319, -0.343, -0.364, 0.579, -0.579, -0.646, 0.101, 0.682, 0.392, -0.594, -0.354, 0.077, -1.068, 0.087, -0.669, 0.459, 1.101, -0.752, -0.458, -0.356, -1.355, -0.400, -0.781, -0.356, -1.352, 1.052, -0.767, 0.387, 0.326, 0.321, 0.238, 0.319, 0.338, 0.364, -0.173, 0.381, 0.229, 0.577, 0.422, 0.544, 0.380, 0.312, 0.690, 0.557, 0.358, 0.401, 0.720, 0.471, 0.186, 0.430, 0.474, 0.176, 0.445, 0.232, 0.380, 0.339, 0.287